[1]
{"formula": "C19H12BrN4O5OsSe", "method": "wB97M-V/def2-TZVPD", "largest_force_ev_per_a": 0.45, "charge": -1, "relative_energy_kcal_mol": 28.4, "e_lumo_ev": [1.05, 1.05], "orbital_gap_ev": [5.07, 5.07], "elements": ["Os", "Se", "N", "C", "C", "C", "C", "N", "C", "N", "H", "H", "H", "C", "C", "C", "C", "C", "C", "C", "H", "H", "H", "H", "H", "O", "N", "O", "O", "Br", "C", "C", "C", "C", "C", "C", "C", "O", "O", "H", "H", "H", "H"], "coordinates": [[1.55476, -0.06964, -1.10206], [-3.15941, -0.77202, 0.70341], [-3.69735, 0.75204, -0.03593], [-2.66574, 1.21927, -0.70755], [-2.65426, 2.45278, -1.42201], [-1.49382, 2.78899, -2.03071], [-0.35286, 1.94275, -1.96994], [-0.28778, 0.79970, -1.31565], [-1.45885, 0.40655, -0.67078], [-1.52408, -0.68636, 0.04238], [-3.53999, 3.07119, -1.44949], [-1.39769, 3.71323, -2.58323], [0.55446, 2.24700, -2.47433], [1.00119, -1.68466, -1.03412], [0.54176, -3.01744, -0.71339], [0.33599, -3.39235, 0.61678], [-0.10186, -4.67029, 0.92051], [-0.34374, -5.58633, -0.09754], [-0.13860, -5.22197, -1.42109], [0.30473, -3.94443, -1.72904], [0.52155, -2.66305, 1.39383], [-0.25809, -4.95551, 1.95376], [-0.68965, -6.58434, 0.14257], [-0.32049, -5.93661, -2.21432], [0.47654, -3.64561, -2.75518], [5.56004, -0.25247, -1.61917], [4.36988, -0.02178, -1.74363], [3.88120, 0.61279, -2.67423], [3.57206, -0.48918, -0.82192], [-0.48017, -0.61178, 3.65852], [-0.34022, 1.11245, 2.85498], [-1.16691, 2.12523, 3.31060], [-1.03823, 3.38680, 2.74564], [-0.10704, 3.61195, 1.74342], [0.69450, 2.57673, 1.27344], [0.58450, 1.31305, 1.84581], [1.64806, 2.88709, 0.11915], [1.87020, 4.06635, -0.12237], [2.07675, 1.90435, -0.58695], [-1.88626, 1.93285, 4.09498], [-1.66874, 4.19471, 3.09549], [0.01509, 4.58713, 1.29212], [1.20856, 0.50085, 1.48721]], "atomic_forces_ev_per_a": [[-0.2, -0.1, 0.0], [0.0, 0.0, 0.0], [0.0, 0.0, 0.0], [0.0, -0.1, 0.1], [0.1, 0.0, 0.0], [-0.2, 0.0, 0.0], [0.1, -0.1, -0.1], [0.0, 0.0, 0.0], [0.0, 0.1, 0.1], [-0.1, 0.0, -0.1], [0.0, 0.0, 0.0], [0.0, 0.0, 0.0], [0.0, 0.0, 0.0], [0.1, 0.1, 0.0], [0.0, 0.0, 0.0], [0.0, 0.0, 0.0], [0.0, 0.0, 0.0], [0.0, 0.0, 0.0], [0.0, 0.0, 0.0], [0.0, 0.0, 0.0], [0.0, 0.0, 0.0], [0.0, 0.0, 0.0], [0.0, 0.0, 0.0], [0.0, 0.0, 0.0], [0.0, 0.0, 0.0], [0.0, 0.0, 0.0], [-0.1, 0.0, -0.1], [0.0, 0.0, 0.1], [0.0, 0.0, 0.0], [0.0, 0.0, 0.0], [0.0, 0.0, 0.0], [0.0, 0.0, 0.0], [0.0, 0.0, 0.0], [-0.1, 0.0, 0.0], [0.1, 0.0, 0.0], [0.1, 0.0, 0.0], [-0.4, 0.0, -0.3], [0.1, 0.0, 0.1], [0.3, 0.0, 0.2], [0.0, 0.0, 0.0], [0.0, 0.0, 0.0], [0.0, 0.0, 0.0], [-0.1, 0.0, 0.0]]}

[2]
{"formula": "C29H56BrFNO25", "method": "wB97M-V/def2-TZVPD", "largest_force_ev_per_a": 8.49, "charge": -1, "e_lumo_ev": 1.76, "orbital_gap_ev": 5.22, "elements": ["C", "C", "C", "F", "N", "C", "C", "O", "Br", "H", "H", "H", "H", "H", "H", "H", "H", "C", "O", "C", "O", "O", "C", "H", "H", "H", "H", "H", "H", "C", "O", "C", "O", "O", "C", "H", "H", "H", "H", "H", "H", "C", "O", "C", "O", "O", "C", "H", "H", "H", "H", "H", "H", "C", "O", "C", "O", "O", "C", "H", "H", "H", "H", "H", "H", "C", "O", "C", "O", "O", "C", "H", "H", "H", "H", "H", "H", "C", "O", "C", "O", "O", "C", "H", "H", "H", "H", "H", "H", "C", "O", "C", "O", "O", "C", "H", "H", "H", "H", "H", "H", "C", "O", "C", "O", "O", "C", "H", "H", "H", "H", "H", "H"], "coordinates": [[-1.43511, -0.94084, 0.59593], [-0.13695, -0.91832, 1.59625], [0.75766, 0.48418, 1.50225], [1.19823, 0.74909, 2.92288], [-0.13744, 1.56602, 0.93946], [0.38614, 2.95611, 1.22512], [-0.60356, 3.64428, 2.35754], [-1.49855, 4.55889, 1.94108], [-0.56633, 3.21351, 4.32316], [-1.63077, -2.08236, 0.30985], [-2.37877, -0.54799, 1.18269], [-1.29319, -0.37839, -0.42088], [-0.56406, -0.99223, 2.70219], [0.60039, -1.82629, 1.41497], [1.76573, 0.32728, 0.89237], [0.22981, 3.59026, 0.22577], [1.52363, 2.98151, 1.50687], [8.15759, 0.07350, 2.88052], [6.83738, 0.60615, 2.79364], [5.93852, 0.00723, 3.61498], [6.17156, -0.91119, 4.38518], [4.73540, 0.60722, 3.43090], [3.68521, 0.07570, 4.23646], [8.79176, 0.62620, 2.18199], [8.56116, 0.20482, 3.88972], [8.16745, -0.98274, 2.59273], [3.91004, 0.20711, 5.29983], [3.51624, -0.98044, 4.00281], [2.77039, 0.62913, 4.00745], [-1.95468, 4.23460, 8.13011], [-0.81680, 3.42930, 8.43169], [-0.15682, 3.79531, 9.55938], [-0.45602, 4.72133, 10.29693], [0.89381, 2.95248, 9.72430], [1.68499, 3.22015, 10.88047], [-2.40483, 3.85262, 7.20977], [-2.69832, 4.16732, 8.93079], [-1.65783, 5.27492, 7.96224], [1.08682, 3.11231, 11.79104], [2.12740, 4.21989, 10.82249], [2.49547, 2.48685, 10.91260], [1.23250, -5.34336, -3.26611], [1.25371, -4.38406, -2.21089], [2.35703, -3.59430, -2.19641], [3.28681, -3.64649, -2.98620], [2.24661, -2.73635, -1.15089], [3.34517, -1.83753, -1.01080], [0.30674, -5.91898, -3.18114], [1.23984, -4.84510, -4.24095], [2.07701, -6.03430, -3.17678], [3.43693, -1.19916, -1.89547], [4.27412, -2.38832, -0.83121], [3.15112, -1.19900, -0.14462], [-2.09557, -3.81249, -2.85131], [-2.84243, -2.90437, -3.65858], [-2.56280, -2.97612, -4.98444], [-1.75525, -3.72802, -5.50743], [-3.33735, -2.06630, -5.62763], [-3.14852, -2.02941, -7.04089], [-2.39955, -3.66857, -1.81089], [-2.31258, -4.84787, -3.13330], [-1.02328, -3.60559, -2.92851], [-3.40762, -2.99349, -7.49031], [-2.11834, -1.75112, -7.28557], [-3.81714, -1.26782, -7.45146], [6.76173, 1.83930, 5.74134], [6.78295, 2.79860, 6.79656], [7.88626, 3.58837, 6.81104], [8.81605, 3.53617, 6.02125], [7.77585, 4.44631, 7.85657], [8.87440, 5.34514, 7.99665], [5.83597, 1.26368, 5.82631], [6.76907, 2.33756, 4.76651], [7.60624, 1.14836, 5.83067], [8.96616, 5.98350, 7.11199], [9.80335, 4.79434, 8.17624], [8.68035, 5.98367, 8.86283], [0.67713, -1.75270, -5.12811], [1.34565, -0.53779, -4.79455], [0.62334, 0.58355, -5.04376], [-0.50416, 0.62130, -5.51101], [1.37287, 1.65567, -4.68301], [0.73496, 2.91432, -4.89084], [1.34601, -2.58362, -4.88777], [-0.23747, -1.86489, -4.53690], [0.45401, -1.78904, -6.19931], [-0.17730, 2.98865, -4.29016], [0.51424, 3.06458, -5.95258], [1.42395, 3.69979, -4.56840], [-6.21203, -0.61396, -2.34656], [-5.87796, -0.68895, -0.96201], [-6.25716, 0.39338, -0.23675], [-6.83623, 1.37832, -0.66754], [-5.88044, 0.18999, 1.05091], [-6.21734, 1.25625, 1.93631], [-5.86250, -1.53094, -2.82881], [-7.29678, -0.54736, -2.47884], [-5.71022, 0.23651, -2.81927], [-7.30227, 1.39758, 1.97520], [-5.71566, 2.18146, 1.63485], [-5.86953, 0.98700, 2.93740], [-7.63539, -3.85998, -7.40814], [-8.25488, -3.77304, -8.68989], [-7.49925, -3.15853, -9.63469], [-6.38046, -2.69778, -9.47027], [-8.20409, -3.14548, -10.79417], [-7.52724, -2.52467, -11.88541], [-8.32777, -4.36873, -6.73184], [-6.71383, -4.44840, -7.46394], [-7.43463, -2.86098, -7.00782], [-6.60140, -3.05972, -12.12015], [-7.32225, -1.47226, -11.66410], [-8.18225, -2.57088, -12.75976]], "atomic_forces_ev_per_a": [[0.0, -1.1, 0.0], [0.3, 0.6, 0.2], [-2.5, 0.7, -1.3], [-0.4, -0.3, -1.4], [2.8, -0.3, 2.2], [-0.1, -1.4, -1.0], [-3.8, 5.3, -4.0], [5.3, -5.9, 3.1], [0.0, 0.1, -1.2], [0.2, 2.3, 0.7], [2.0, -0.6, -1.5], [-0.2, -0.8, 2.3], [1.1, 0.2, -2.3], [-1.6, 1.7, 0.3], [-1.6, 0.3, 1.5], [0.1, -0.9, 2.5], [-2.0, 0.2, 0.0], [0.4, -0.1, 0.0], [-0.5, -0.3, 0.5], [-0.7, -0.3, 0.1], [-0.1, 1.2, -1.0], [1.7, -0.5, 0.0], [-0.8, -0.1, 0.5], [-0.4, 0.1, 0.1], [-0.1, -0.2, -0.2], [0.0, 0.1, 0.2], [0.1, -0.2, -0.1], [0.1, 0.2, 0.1], [0.5, -0.1, -0.2], [-0.5, 0.3, -0.2], [0.7, 0.2, 1.1], [-0.3, 0.3, 0.0], [0.4, -1.3, -0.9], [-0.8, 0.5, -0.2], [0.3, 0.1, 0.3], [0.4, -0.1, 0.2], [0.2, 0.1, 0.0], [-0.1, -0.2, 0.2], [0.1, 0.2, -0.2], [-0.2, -0.1, 0.1], [-0.3, 0.0, -0.3], [0.0, -0.3, -0.3], [0.7, 0.5, 0.1], [0.5, 0.4, 0.1], [-1.3, 0.0, 1.0], [-0.1, -1.0, -1.0], [0.5, 0.5, 0.1], [0.1, 0.3, 0.2], [0.1, -0.1, 0.2], [-0.1, 0.2, -0.1], [0.0, -0.2, 0.1], [-0.1, 0.1, -0.2], [-0.3, -0.3, -0.2], [0.3, -0.3, 0.4], [0.1, 0.1, -1.3], [0.0, 0.0, 0.0], [-1.0, 0.9, 0.6], [0.6, -0.8, 0.7], [0.1, 0.1, -0.6], [-0.1, 0.2, -0.3], [0.1, 0.2, -0.1], [-0.2, -0.1, 0.0], [0.2, 0.1, 0.1], [-0.2, -0.2, 0.1], [0.0, -0.1, 0.4], [-0.1, -0.3, -0.4], [1.0, 0.9, 0.3], [0.1, -0.3, -0.4], [-1.2, 0.1, 1.1], [0.0, -0.6, -0.6], [0.3, 0.3, 0.0], [0.2, 0.3, 0.3], [0.1, -0.1, 0.2], [-0.1, 0.2, 0.0], [0.1, -0.2, 0.1], [-0.1, 0.1, -0.2], [-0.2, -0.3, -0.1], [-0.2, -0.4, 0.0], [-0.4, 1.0, -0.1], [-0.4, 0.0, 0.0], [1.6, -0.1, 0.6], [-0.4, -1.0, -0.3], [-0.2, 0.5, 0.0], [0.1, 0.4, 0.0], [0.2, 0.2, -0.2], [-0.1, 0.1, 0.2], [0.1, -0.1, -0.2], [-0.1, -0.1, 0.2], [0.1, -0.4, 0.0], [0.0, 0.0, -0.5], [-0.3, 0.7, 0.7], [-0.1, 0.4, 0.0], [0.7, -1.4, 0.6], [-0.3, 0.0, -1.1], [0.0, 0.4, 0.3], [0.1, 0.1, 0.4], [0.2, 0.2, 0.0], [-0.2, -0.1, 0.1], [0.2, 0.1, -0.1], [-0.2, -0.2, 0.0], [0.1, -0.2, -0.3], [0.2, 0.0, 0.5], [0.4, 0.5, -1.0], [0.4, 0.2, 0.2], [-1.6, -0.7, -0.3], [0.4, -0.1, 0.9], [0.2, 0.2, -0.4], [0.0, 0.1, -0.4], [-0.1, 0.3, 0.0], [0.1, -0.2, -0.1], [-0.1, 0.2, 0.2], [0.1, -0.2, 0.0], [-0.1, -0.1, 0.4]]}